ORCA calculation (ωB97M-V/def2-TZVPD) on a structure of composition C54H47N9OPSTi.

The geometry in XYZ format:
```
114
Properties=species:S:1:pos:R:3:forces:R:3:lowdin_charge:R:1
Ti 0.080151 -0.318304 0.663519 0.1530 -0.6606 0.3554 0.82
C -2.444278 0.841889 -4.088781 -0.0204 -0.0014 0.0205 -0.01
N -2.380517 0.334015 -2.721761 0.1096 0.0359 -0.2305 -0.05
C -1.358028 0.502543 -1.842193 -0.3222 -0.1273 -0.1258 -0.42
N -1.637285 -0.132749 -0.711940 0.1436 0.1760 0.0931 0.04
C -2.883563 -0.691475 -0.842468 0.0099 -0.1211 0.0676 -0.14
C -3.343521 -0.433067 -2.114359 -0.1655 0.0246 0.0020 -0.11
C -4.575630 -0.862946 -2.803111 0.0610 0.0327 0.0104 -0.20
C -4.842152 -2.222075 -2.950219 0.0174 0.0023 0.0298 -0.02
C -6.005173 -2.641100 -3.575860 -0.0156 0.0043 -0.0132 -0.06
C -6.908603 -1.706537 -4.064935 0.0311 -0.0074 0.0153 -0.07
C -6.647660 -0.350787 -3.924205 0.0112 -0.0029 0.0065 -0.06
C -5.485692 0.069951 -3.294304 -0.0201 0.0157 0.0140 -0.04
C -3.577359 -1.325225 0.297611 0.1238 -0.0035 0.0483 -0.14
C -2.846670 -1.857977 1.359988 -0.0041 0.0485 -0.1355 -0.05
C -3.477429 -2.374827 2.479284 -0.0481 -0.0220 0.0549 -0.06
C -4.863666 -2.379401 2.550178 0.0443 0.0228 -0.0353 -0.07
C -5.602114 -1.851203 1.500611 -0.0337 -0.0076 0.0378 -0.06
C -4.968126 -1.319662 0.388615 -0.0313 0.0248 -0.0695 -0.02
P -0.009053 1.688534 -2.127287 0.0487 0.1740 0.0009 1.18
C -0.053157 2.511267 -0.515730 -0.0078 0.1947 0.1772 -0.43
N -0.091771 1.909589 0.668748 -0.0464 0.0217 -0.1304 0.04
C -0.162558 2.899022 1.615413 0.0510 -0.1995 0.0300 -0.16
C -0.130509 4.122172 0.990956 -0.0504 0.1086 0.0492 -0.10
N -0.075591 3.863342 -0.356445 0.0591 0.0332 -0.1484 -0.05
C -0.086196 4.860680 -1.418470 0.0150 0.0039 0.0080 -0.01
C -0.183701 5.470452 1.580867 -0.0230 -0.0127 -0.0076 -0.17
C -1.162118 5.760584 2.530938 0.0079 -0.0082 -0.0316 -0.01
C -1.208667 7.010791 3.126317 0.0166 0.0040 -0.0129 -0.06
C -0.282443 7.985037 2.777595 -0.0251 -0.0448 -0.0034 -0.07
C 0.695603 7.702143 1.834980 0.0014 0.0012 0.0056 -0.07
C 0.748487 6.449346 1.242685 0.0077 0.0083 -0.0035 -0.04
C -0.287880 2.611396 3.056558 0.0901 0.0680 -0.0454 -0.20
C 0.698219 3.019040 3.948561 -0.0233 -0.0172 0.0083 -0.03
C 0.578192 2.724140 5.299763 -0.0555 -0.0241 -0.0278 -0.06
C -0.529625 2.025236 5.762808 0.0386 0.0262 -0.0324 -0.08
C -1.525476 1.637466 4.875297 0.0026 -0.0177 0.0546 -0.09
C -1.405480 1.931210 3.527562 -0.0341 -0.0310 -0.0290 -0.05
C 1.472068 0.673348 -1.861919 0.1485 -0.0337 -0.1420 -0.42
N 1.746194 -0.020084 -0.771450 -0.2025 0.0628 0.0828 0.04
C 2.979796 -0.595223 -0.945254 -0.0761 0.0180 0.0573 -0.15
C 3.466614 -0.218343 -2.176830 0.1827 -0.1650 0.0782 -0.10
N 2.497836 0.572919 -2.743972 -0.0201 0.1740 -0.2729 -0.04
C 2.586946 1.216091 -4.052051 0.0086 -0.0118 0.0268 -0.01
C 4.773954 -0.494659 -2.802950 -0.0637 0.0300 0.0439 -0.19
C 5.940094 -0.155368 -2.118903 -0.0246 0.0025 0.0097 -0.02
C 7.179663 -0.433361 -2.671745 -0.0035 -0.0134 -0.0354 -0.06
C 7.265923 -1.047882 -3.914861 -0.0162 0.0246 0.0541 -0.07
C 6.108729 -1.385698 -4.601377 -0.0096 -0.0118 -0.0156 -0.07
C 4.866783 -1.113679 -4.046497 -0.0104 -0.0094 -0.0330 -0.04
C 3.561491 -1.458510 0.094827 -0.0346 0.0247 0.0218 -0.17
C 4.384796 -2.538034 -0.221565 0.0136 0.0192 -0.0461 -0.04
C 4.871842 -3.359898 0.782785 -0.0036 -0.0305 0.0245 -0.07
C 4.528978 -3.126447 2.109693 -0.0325 0.0264 -0.0419 -0.07
C 3.707352 -2.054383 2.430240 0.0179 -0.0491 0.0043 -0.05
C 3.239764 -1.219417 1.428550 -0.0120 0.0456 -0.0375 -0.04
H -1.439239 0.954185 -4.484251 0.0180 -0.0203 0.0178 0.07
H -2.947221 1.807262 -4.126090 -0.0073 0.0014 0.0394 0.10
H -2.996275 0.137001 -4.704677 0.0098 -0.0270 0.0199 0.10
H -4.136080 -2.945098 -2.560424 -0.0054 -0.0064 -0.0044 0.12
H -6.207133 -3.698465 -3.682876 -0.0041 -0.0004 -0.0012 0.11
H -7.816751 -2.035150 -4.552060 -0.0024 0.0001 -0.0014 0.11
H -7.353524 0.379511 -4.296415 -0.0003 0.0032 0.0003 0.11
H -5.295507 1.128252 -3.159822 -0.0106 0.0019 -0.0070 0.12
H -1.767558 -1.874774 1.318726 0.0670 -0.0448 0.0582 0.05
H -2.887218 -2.758934 3.302476 0.0206 -0.0023 -0.0168 0.11
H -5.362180 -2.775168 3.424574 -0.0052 -0.0038 -0.0001 0.11
H -6.682528 -1.832105 1.557917 -0.0007 -0.0001 -0.0130 0.11
H -5.560333 -0.875035 -0.400044 -0.0126 -0.0225 0.0018 0.11
H -0.604656 5.747899 -1.066062 -0.0178 -0.0099 0.0208 0.10
H -0.606536 4.464456 -2.286654 -0.0073 -0.0181 0.0130 0.07
H 0.926495 5.139459 -1.708521 0.0101 -0.0170 0.0176 0.10
H -1.879676 4.997268 2.802924 -0.0092 0.0067 0.0165 0.12
H -1.970840 7.223584 3.863843 0.0030 0.0068 0.0041 0.11
H -0.319727 8.960085 3.244460 0.0009 0.0045 -0.0022 0.11
H 1.426583 8.454400 1.569730 0.0033 -0.0048 -0.0036 0.11
H 1.535267 6.225885 0.532197 0.0024 -0.0056 -0.0057 0.11
H 1.561355 3.558574 3.576779 0.0134 -0.0050 0.0234 0.12
H 1.354270 3.032158 5.987970 -0.0038 -0.0044 0.0106 0.11
H -0.621411 1.763889 6.808298 0.0223 0.0046 0.0019 0.10
H -2.380022 1.086953 5.246415 -0.0081 0.0012 -0.0264 0.10
H -2.172257 1.619263 2.826783 -0.0097 -0.0149 0.0115 0.12
H 3.633883 1.358916 -4.304255 0.0072 0.0002 0.0324 0.10
H 2.092620 2.182998 -4.021699 -0.0140 0.0023 0.0410 0.07
H 2.121013 0.604251 -4.823737 0.0000 -0.0370 0.0264 0.10
H 5.866160 0.319932 -1.148643 0.0128 -0.0006 -0.0014 0.13
H 8.079037 -0.167807 -2.132599 0.0049 -0.0028 -0.0036 0.11
H 8.233893 -1.264789 -4.346076 0.0028 0.0024 -0.0021 0.11
H 6.172685 -1.869197 -5.567085 -0.0026 -0.0005 -0.0006 0.11
H 3.964686 -1.397765 -4.576285 0.0069 -0.0064 -0.0001 0.12
H 4.646511 -2.733447 -1.254793 -0.0028 -0.0153 0.0100 0.12
H 5.517808 -4.190401 0.528356 -0.0035 -0.0046 -0.0003 0.11
H 4.900907 -3.776746 2.890285 0.0147 0.0012 -0.0017 0.11
H 3.431877 -1.865154 3.459361 -0.0058 0.0155 0.0011 0.11
H 2.630009 -0.361938 1.691897 0.0036 -0.0087 0.0379 0.09
N 0.189249 -0.689174 2.735135 -0.0668 0.1364 -0.1371 0.06
C -0.014844 -1.252803 3.744407 0.0911 0.2874 -0.0629 -0.34
N -0.178742 -1.955520 4.783756 -0.0276 -0.3002 0.1400 0.08
C -0.719766 -1.490381 5.900147 -0.0603 0.0604 -0.0792 -0.39
N -1.207097 -1.160292 6.895011 0.0153 0.0094 0.0426 0.11
O 0.339144 -2.461544 0.355065 -0.0125 0.1746 -0.0650 -0.62
S -0.215638 -3.569203 -0.521812 -0.0591 0.0221 0.0269 1.00
C 1.247469 -4.503800 -1.011600 0.0213 0.0472 0.0732 -0.30
C 1.631126 -5.313521 0.218289 -0.0095 -0.0882 -0.0308 -0.22
C 0.323666 -5.954704 0.679710 0.0480 0.0486 0.0271 -0.21
C -0.734205 -4.847359 0.674365 0.0212 0.0162 -0.0253 -0.28
H 1.988333 -3.771795 -1.332054 -0.0020 -0.0074 -0.0426 0.08
H 0.952620 -5.136862 -1.851969 0.0224 -0.0059 -0.0056 0.10
H 2.035125 -4.647677 0.982886 0.0008 0.0168 0.0068 0.11
H 2.392412 -6.056602 -0.018530 0.0044 0.0118 0.0000 0.12
H 0.407630 -6.398002 1.670909 -0.0089 0.0087 0.0034 0.12
H 0.039241 -6.748300 -0.013698 -0.0148 -0.0033 0.0031 0.12
H -0.762688 -4.287542 1.610527 -0.0224 -0.0371 0.0140 0.10
H -1.739204 -5.183001 0.426036 -0.0093 0.0086 0.0109 0.09
```
Positions in Å, forces in eV/Å.

The total charge is +1. The LUMO energy (alpha / beta) comes out at -2.22 / -2.21 eV. The calculation puts the orbital gap (alpha / beta) at 6.440 / 7.951 eV. The expectation value of S² is 2.004. For the highest occupied orbital energy (alpha / beta), the calculation gives -8.66 / -10.16 eV. For the electronic energy, the calculation gives -4242.99161 Eh. The spin multiplicity is 3. For the energy above the lowest of the compared OMol25 structures with the same formula, charge and spin, the calculation gives 0.0 kJ/mol.


ORCA calculation (ωB97M-V/def2-TZVPD) on a structure of composition C12H30AlFN3O7P.

The geometry in XYZ format:
```
55
Properties=species:S:1:pos:R:3:forces:R:3:lowdin_charge:R:1
Al -14.716490 -15.529330 13.064750 -5.4702 -0.4738 -1.6608 0.95
F -16.679270 -16.235080 13.371010 4.3380 3.1494 1.3693 -0.30
O -14.678470 -16.966890 12.213680 2.8188 -1.6680 -0.9918 -0.23
P -14.801310 -18.488710 12.144930 -0.6596 -6.7054 0.6810 0.81
N -14.872540 -19.241540 10.607450 0.4087 1.9047 1.2348 -0.28
C -15.225390 -20.655660 10.364460 -0.0533 -0.2728 1.3494 -0.05
C -14.846820 -18.376470 9.456910 -0.6929 0.4795 -0.4194 -0.09
N -16.293990 -18.979160 12.850240 0.7940 1.2419 0.0482 -0.18
C -16.425830 -18.914630 14.342990 1.0363 -0.6027 -0.1391 -0.06
C -17.501050 -18.398360 12.158210 0.2007 -0.8931 0.6793 -0.10
N -13.552180 -19.340090 12.982440 0.1045 1.9020 0.5582 -0.27
C -13.670180 -20.699080 13.477300 -1.6974 -1.3865 -1.4525 -0.11
C -12.110670 -18.968830 12.933050 -0.3143 1.0059 -0.0193 -0.07
H -15.987600 -20.971300 11.076860 0.0031 -0.0507 0.0100 0.08
H -14.346380 -21.279580 10.526200 -0.0043 -0.0556 -0.2062 0.09
H -15.635770 -20.852500 9.374030 0.2071 0.5713 -0.0601 0.10
H -14.206840 -17.523390 9.682280 -0.0490 0.0948 -0.5143 0.08
H -15.875090 -18.063660 9.275510 -0.0709 0.5613 -0.3465 0.08
H -14.556990 -18.885230 8.537530 0.4935 -0.0492 0.2936 0.11
H -16.331060 -17.895530 14.717880 -0.2721 -0.1951 0.0542 0.07
H -17.346200 -19.372830 14.705020 0.0191 0.1014 -0.4199 0.11
H -15.614930 -19.477240 14.805610 0.0422 -0.0728 -0.1569 0.08
H -17.331220 -18.160780 11.108060 0.5395 -0.9263 0.3020 0.07
H -18.385020 -19.030660 12.241210 0.3301 -0.7344 -0.1169 0.13
H -17.798960 -17.487930 12.678280 0.5618 -1.3220 -1.2160 -0.01
H -14.725840 -20.968970 13.506250 -0.0305 -0.0328 0.4610 0.07
H -13.311310 -21.367300 12.694490 0.4364 -0.1963 0.0191 0.09
H -13.172260 -20.996660 14.400140 0.0320 0.8784 0.1251 0.11
H -11.582920 -19.280280 12.031620 -0.3672 0.2899 -0.3973 0.10
H -11.489090 -19.391390 13.722460 -0.7664 -0.4514 0.3953 0.10
H -12.033910 -17.901060 13.138180 0.2458 0.2310 -0.5556 0.07
C -18.533960 -14.173030 18.162650 0.4979 0.1683 0.4097 0.00
O -19.287610 -14.929550 17.166490 -0.6332 0.6950 -0.4150 0.02
C -18.705290 -15.915900 16.516960 2.1566 -1.0584 1.0939 -0.50
O -17.764320 -16.547100 17.027720 -1.9138 0.7264 -2.5355 0.10
O -19.275220 -16.072940 15.235850 1.1582 -0.0801 1.9315 0.03
C -18.807550 -17.090880 14.343890 -2.1753 0.1518 0.8688 -0.08
H -17.840120 -13.505810 17.651280 0.0250 -0.2067 -0.1862 0.09
H -17.989760 -14.748300 18.911660 -0.0435 -0.6455 -0.5682 0.10
H -19.166300 -13.530570 18.775440 -0.7356 -0.2921 -0.6693 0.10
H -19.448120 -16.937840 13.475360 -0.1448 -0.0559 0.1474 0.10
H -18.978000 -18.121520 14.655080 -0.1192 0.1544 0.6184 0.12
H -17.774840 -16.995690 14.008430 -0.5218 0.4721 1.3382 0.00
C -15.460280 -12.167500 11.090330 1.2847 -0.3390 0.1199 -0.01
O -16.600340 -12.961610 10.751270 -0.5761 -3.0329 0.2301 0.05
C -16.680530 -14.312850 10.997530 -2.4208 3.0812 -0.7679 -0.40
O -15.801600 -15.022540 11.492310 1.5255 0.8633 0.5759 0.07
O -17.892310 -14.757470 10.650730 2.0799 1.5823 0.2580 0.09
C -18.454380 -15.937990 11.222530 -1.0255 -0.6354 -0.2894 -0.01
H -14.521330 -12.556610 10.696530 -0.1481 -0.3674 -0.4190 0.10
H -15.294100 -12.122600 12.166650 -0.5371 0.2514 0.1604 0.10
H -15.570250 -11.176550 10.649830 -0.4852 -0.2093 0.2288 0.12
H -17.934690 -16.848840 10.925260 -0.1484 1.4839 -0.1674 0.06
H -19.472120 -16.044250 10.847000 0.1117 0.4808 -0.4644 0.13
H -18.597340 -15.864810 12.300630 0.6254 0.4898 -0.4068 0.08
```
Positions in Å, forces in eV/Å.

The total charge is +2. The LUMO energy comes out at -11.67 eV. The calculation puts the orbital gap at 3.385 eV. For the highest occupied orbital energy, the calculation gives -15.06 eV. For the electronic energy, the calculation gives -1849.11539 Eh. For the energy above the lowest of the compared OMol25 structures with the same formula, charge and spin, the calculation gives 0.0 kJ/mol.